1.
{"formula": "C30H86O36P6S4", "method": "ωB97M-V/def2-TZVPD", "smiles": "CCOS(C)(=O)=O.CCOS(C)(=O)=O.CCOS(C)(=O)=O.CCOS(C)(=O)=O.COP(=O)(OC)OC.COP(=O)(OC)OC.COP(=O)(OC)OC.COP(=O)(OC)OC.COP(=O)(OC)OC.COP(=O)(OC)OC", "charge": 0, "homo_ev": -10.14, "gap_ev": 9.878, "species": ["S", "S", "S", "S", "P", "P", "P", "P", "P", "P", "O", "O", "O", "O", "O", "O", "O", "O", "O", "O", "O", "O", "O", "O", "O", "O", "O", "O", "O", "O", "O", "O", "O", "O", "O", "O", "O", "O", "O", "O", "O", "O", "O", "O", "O", "O", "C", "C", "C", "C", "C", "C", "C", "C", "C", "C", "C", "C", "C", "C", "C", "C", "C", "C", "C", "C", "C", "C", "C", "C", "C", "C", "C", "C", "C", "C", "H", "H", "H", "H", "H", "H", "H", "H", "H", "H", "H", "H", "H", "H", "H", "H", "H", "H", "H", "H", "H", "H", "H", "H", "H", "H", "H", "H", "H", "H", "H", "H", "H", "H", "H", "H", "H", "H", "H", "H", "H", "H", "H", "H", "H", "H", "H", "H", "H", "H", "H", "H", "H", "H", "H", "H", "H", "H", "H", "H", "H", "H", "H", "H", "H", "H", "H", "H", "H", "H", "H", "H", "H", "H", "H", "H", "H", "H", "H", "H", "H", "H", "H", "H", "H", "H"], "xyz": [[2.3576, -4.0772, -4.2424], [-2.8250, 1.8801, 3.0345], [3.9141, -2.2391, 0.7465], [2.4520, -0.7010, 5.4308], [1.3782, 6.7001, -1.7234], [0.4802, 2.6997, -4.7522], [-1.1718, -5.2588, 0.2501], [-4.0910, -0.9248, -4.5443], [0.2242, -0.0402, -0.9556], [-3.4122, -2.6944, 4.4772], [1.0546, 4.1672, -4.5187], [5.4772, -2.5329, 1.0788], [-2.9733, -1.2159, -5.6255], [-2.0836, -1.8314, 4.5254], [1.8101, 5.1818, -1.5856], [1.5941, 7.2494, -3.0710], [1.9601, -1.7647, 4.6098], [-3.1618, -4.1340, 4.6304], [-4.0705, -2.1326, -3.4909], [2.9476, -5.2377, -3.6328], [2.1238, 7.4625, -0.5501], [-3.9549, 1.0076, 3.1358], [-0.9275, 2.7475, -4.0143], [1.6920, 0.5261, -0.7004], [-1.6394, -5.8877, 1.6354], [2.6127, -3.7983, -5.6270], [-2.9772, 3.0714, 4.1295], [-2.2182, -4.8857, -0.7060], [-0.1244, 6.7076, -1.2121], [0.4614, 2.2870, -6.1549], [-0.3165, -3.9773, 0.7315], [-4.0530, -2.2717, 3.0906], [-0.0920, -6.3079, -0.2572], [-4.4397, -1.9990, 5.4644], [-0.4813, 1.2592, -1.4737], [1.1836, 0.2925, 5.6466], [3.4559, -1.2024, 1.6329], [-0.3972, -0.2493, 0.4916], [0.7968, -4.1985, -4.0030], [-5.3720, -1.2894, -5.4044], [-2.4431, 2.4913, 1.7895], [3.3051, -3.5253, 0.6679], [1.3022, 1.7384, -3.7884], [3.0439, -0.9530, 6.7125], [0.2404, -1.2662, -1.7659], [-4.0791, 0.4307, -3.9675], [7.7174, -1.7498, 1.4354], [-2.0411, 4.1635, 4.0518], [3.1016, 4.7732, -2.0578], [-0.0479, -3.1692, -4.5982], [2.2702, 8.8774, -0.5134], [-6.6205, -1.3809, -4.7402], [-3.3644, -2.6199, 1.8950], [-1.8356, 1.6539, -1.1656], [-2.9977, -6.3022, 1.7547], [0.8241, -4.2523, 1.5747], [4.1699, -1.5974, -0.9075], [-1.4574, -3.7375, -4.6356], [0.5235, -6.0039, -1.5208], [6.2434, -1.4165, 1.5469], [1.2625, 1.2151, 6.7587], [-1.6263, -0.7779, -5.4654], [-2.3812, 5.0417, 5.2321], [-1.3837, 1.0252, 3.6702], [3.4292, 0.4285, 4.4154], [-2.9817, -2.2288, -2.5463], [1.8956, 1.5254, 0.2943], [-4.6021, -2.4654, 6.7982], [2.7005, 1.5846, -3.9831], [-1.1013, 6.0598, -2.0311], [0.9416, 5.2114, -5.4613], [0.5131, 2.4918, 6.4137], [-2.0858, 3.2686, -4.6539], [0.0413, -1.2930, 1.3569], [-0.9792, -2.2172, 5.3790], [2.7980, -2.6063, -3.2944], [-0.5472, 2.2582, 6.2973], [3.7583, 1.1978, 5.1111], [0.6307, -0.8366, 2.1539], [2.0222, 9.1773, 0.5037], [-2.8065, 2.4764, -4.8564], [-0.1187, 5.3180, -5.7170], [0.5914, -4.2633, 2.6432], [2.5500, 2.2863, -0.1291], [3.1480, 2.2486, -4.7234], [-6.8104, -2.4211, -4.4715], [-3.8195, -3.1531, 7.1220], [-4.0238, -3.2799, 1.3332], [1.6107, 9.3758, -1.2234], [3.8763, -2.5381, -3.4305], [-3.4261, -6.8709, 0.9324], [-0.9760, -1.6658, -5.5371], [-0.2977, -1.3739, 5.3605], [1.3150, -5.2791, -1.3060], [-0.1531, -5.5713, -2.2513], [1.2768, 6.1742, -5.0890], [-6.6567, -0.8696, -3.7709], [-5.5863, -2.9182, 6.8966], [-2.4552, -3.2026, 2.0667], [-1.3377, -0.3227, -4.5143], [-1.3354, -0.1002, -6.2674], [-2.5575, -1.2368, -2.3687], [2.9358, 3.8844, -2.6563], [-0.0451, -2.2884, -3.9610], [6.0334, -0.5000, 0.9855], [2.3623, -2.5936, -2.3108], [-3.3390, 5.5500, 5.1846], [0.6594, 3.2757, 7.1504], [0.8022, 2.8139, 5.4099], [8.0174, -2.1049, 0.4475], [-1.0134, 6.4165, -3.0630], [4.2454, -0.1080, 3.9468], [-0.8859, 4.9902, -2.0731], [-4.5314, -1.6102, 7.4726], [3.2208, 1.7803, -3.0427], [-0.7838, -1.8795, 1.7488], [-3.3427, -2.6978, -1.6387], [0.3566, -2.9448, -5.5854], [-2.2795, 0.9548, -0.4626], [1.0424, -6.8827, -1.8927], [2.9412, 0.5549, -4.2411], [-3.0752, -1.7449, 1.3140], [-1.4303, 0.0616, 3.1702], [-2.4417, 1.7800, -2.0579], [-2.5730, 3.9897, -3.9978], [2.3083, 1.3994, 7.0039], [8.2506, -0.8023, 1.5368], [-1.8601, 3.7561, -5.6036], [-1.4185, 0.8858, 4.7459], [1.2415, -5.2303, 1.3394], [-2.1203, -2.9956, -5.0540], [2.7020, 0.8052, 3.7031], [-1.2916, -2.4470, 6.3969], [0.6805, -2.0582, 0.9317], [3.5835, 5.5219, -2.6884], [-7.4217, -0.9215, -5.3130], [-3.0946, -6.8701, 2.6797], [-2.1174, 6.2792, -1.7197], [-1.7674, 2.6346, -0.6951], [3.2921, 9.1905, -0.7245], [3.7201, 4.6327, -1.1718], [-1.0263, 3.7729, 4.0963], [-0.4917, 1.5919, 3.4134], [-0.5472, -3.0947, 4.9032], [4.8153, -2.3518, -1.3533], [1.4052, 5.0556, -6.4387], [4.7246, -0.6622, -0.8583], [1.5999, -3.5073, 1.4449], [-1.4832, -4.6898, -5.1567], [2.3377, 1.0608, 1.1763], [-2.1557, -2.7809, -3.0268], [-1.7805, -3.7594, -3.5927], [3.2631, -1.4627, -1.4624], [0.9818, 2.0260, 0.6211], [-1.6176, 5.8164, 5.3698], [-2.2737, 4.7674, 3.1741], [2.4498, -1.7435, -3.8655], [5.9173, -1.1849, 2.5628], [8.0598, -2.5103, 2.1332], [-3.6455, -5.4463, 1.9524], [0.8005, 0.7218, 7.6139], [-2.2574, 4.4886, 6.1674]], "forces_ev_per_angstrom": [[0.2, 0.0, 0.4], [0.8, 0.2, 0.7], [1.7, 0.6, -0.7], [-0.4, 0.5, -0.5], [-0.1, 0.3, -0.4], [-0.6, 0.2, -0.2], [0.5, 0.6, 0.5], [-0.6, 0.0, 0.2], [0.0, 0.0, 0.4], [-0.3, -0.3, -0.8], [1.1, -0.5, 0.7], [-1.1, 0.0, -0.1], [-0.1, 0.3, 0.2], [-0.1, 0.4, 0.3], [-0.2, 0.6, 0.3], [0.0, 0.1, 0.3], [0.3, 0.3, 0.3], [-0.1, 0.2, 0.4], [0.1, 0.4, -0.4], [-0.4, 0.6, -0.1], [0.1, -0.7, -0.2], [0.4, 0.8, 0.1], [0.7, -0.5, 0.3], [0.1, -0.4, -0.1], [0.1, -0.1, -0.9], [0.0, 0.0, 0.3], [-0.4, -1.1, -0.6], [0.1, 0.0, 0.2], [0.1, 0.0, 0.2], [0.0, 0.1, -0.2], [-0.1, -1.1, -0.1], [0.2, 0.4, 0.7], [-0.8, -0.1, 0.0], [0.3, -0.2, -0.3], [-0.4, -0.4, -0.1], [0.4, -0.3, 0.0], [-0.2, -0.4, -0.2], [-0.3, 0.1, -0.3], [0.4, 0.1, 0.0], [0.5, 0.2, 0.0], [-0.3, -0.2, 0.2], [0.6, 0.4, -0.2], [-0.3, 0.8, 0.0], [0.1, 0.1, -0.5], [0.2, 0.4, -0.2], [0.3, -0.4, 0.1], [0.1, 0.3, -0.3], [-1.2, 0.7, 0.3], [0.0, 0.3, 0.1], [-0.2, -0.7, 0.0], [-0.2, 0.5, 0.2], [-0.6, -0.1, 1.3], [0.2, -0.8, -0.4], [-0.1, 0.5, 0.3], [-1.1, 0.1, 1.2], [0.1, -0.4, 0.7], [0.7, -0.1, 0.8], [0.9, 0.0, 0.2], [1.1, 0.5, 0.3], [0.3, 0.2, 0.2], [-0.1, 0.2, 0.5], [1.4, -0.2, -0.4], [1.3, 0.2, 1.1], [-0.4, 0.2, -0.3], [-0.5, -0.6, 0.9], [0.6, 0.9, -0.3], [0.0, 0.3, 0.3], [0.1, 0.2, 0.6], [0.8, -0.2, 0.3], [0.3, -0.3, -1.2], [-1.3, 0.7, -1.5], [-0.3, -0.8, -0.9], [-0.6, 0.2, -0.6], [0.7, -0.2, 0.7], [-0.3, -0.2, -0.7], [-0.2, -0.3, -2.0], [-0.1, 0.1, 0.4], [0.2, 0.1, -0.2], [-0.2, 0.0, 0.2], [-0.1, 0.1, -0.1], [0.2, -0.2, 0.1], [0.0, 0.2, 0.1], [-0.6, 0.0, -0.1], [0.1, -0.1, 0.1], [-0.4, 0.0, -0.2], [-0.2, -0.1, -0.5], [-0.1, -0.2, -0.3], [0.0, 0.3, -0.3], [0.0, -0.1, 0.0], [0.1, -0.3, 0.7], [0.5, 0.0, -0.3], [-0.7, 1.0, -0.5], [-0.1, -0.2, 0.1], [-0.1, 0.1, -0.2], [-0.2, -0.3, 0.1], [0.2, -0.3, 0.7], [0.5, 0.2, -0.2], [0.1, -0.1, 0.0], [0.0, 0.0, 0.3], [-0.7, 0.2, 0.2], [-0.3, 0.1, 0.0], [-0.3, 0.1, 0.4], [0.2, -0.1, 0.2], [0.4, 0.0, 0.2], [-0.1, -0.2, -0.3], [0.0, -0.5, 0.0], [-0.2, -0.3, -0.1], [0.0, 0.0, 0.0], [0.3, 0.3, 0.2], [-0.5, 0.0, -0.1], [0.1, 0.1, 0.1], [0.0, 0.0, 0.0], [-0.3, -0.1, 0.3], [-0.2, 0.1, -0.2], [-0.3, 0.0, 0.1], [-0.3, 0.5, 0.1], [0.1, -0.1, 0.0], [0.0, 0.0, 0.0], [-0.1, 0.1, -0.1], [-0.4, -0.2, 0.0], [-0.3, 0.0, -0.2], [-0.3, 0.2, 0.1], [0.3, 0.0, 0.0], [0.2, -0.5, -0.3], [0.2, 0.0, 0.1], [0.0, 0.1, 0.0], [0.2, -0.2, 0.5], [0.2, 0.0, 0.0], [-0.4, -0.1, 0.0], [0.1, 0.1, -0.1], [-0.2, -0.5, -0.5], [0.2, 0.0, -0.2], [-0.1, 0.0, 0.0], [0.0, 0.7, -0.8], [-0.2, 0.1, 0.0], [0.2, -0.3, -0.5], [0.4, -0.2, -0.2], [0.2, 0.0, 0.6], [0.0, -0.1, 0.2], [0.1, -0.3, -0.1], [0.1, -0.4, -0.2], [0.1, 0.2, -0.2], [0.0, -0.1, -0.2], [0.3, 0.0, 0.4], [-0.2, 0.0, -0.2], [0.4, -0.6, 0.3], [-0.1, 0.1, 0.2], [-0.7, -0.3, -0.2], [-0.2, 0.0, 0.1], [0.2, 0.0, -0.1], [-1.3, 1.2, 1.6], [0.5, -2.1, -1.0], [-0.2, 0.3, 0.4], [-0.2, -0.1, -0.3], [-0.1, 0.1, -0.5], [0.5, -0.5, -0.4], [-0.5, -0.1, 0.1], [0.3, -0.2, 0.1], [-0.1, 0.2, 0.3], [0.2, 0.2, -0.3], [0.1, 0.0, 0.1], [-0.6, -0.2, -0.1]]}


2.
{"formula": "C5H31N3O8", "method": "ωB97M-V/def2-TZVPD", "smiles": "CC[C@H](CN)NCN.O.O.O.O.O.O.O.O", "charge": 0, "homo_ev": -8.71, "gap_ev": 8.951, "species": ["O", "O", "O", "O", "O", "O", "O", "O", "N", "N", "N", "C", "C", "C", "C", "C", "H", "H", "H", "H", "H", "H", "H", "H", "H", "H", "H", "H", "H", "H", "H", "H", "H", "H", "H", "H", "H", "H", "H", "H", "H", "H", "H", "H", "H", "H", "H"], "xyz": [[-0.8003, -3.2672, -1.0723], [1.0658, -1.5782, 1.3101], [-0.8009, -4.6317, 1.4192], [-3.5146, -1.8419, 0.8589], [-2.4812, 2.1268, -0.9215], [-2.8500, -1.3621, -2.4742], [1.8955, -4.4011, 0.7491], [-0.7491, 0.3340, -2.7222], [0.4081, 3.5440, -1.1053], [-1.2931, 0.0436, 0.9981], [0.6645, 1.3335, 1.7277], [0.7718, 3.2094, 0.3067], [2.8381, 1.5434, 0.5410], [3.3585, 1.0887, -0.8737], [-0.7582, 0.9620, 1.9558], [1.2829, 1.7207, 0.5086], [-1.7772, 2.7336, -1.1426], [0.9903, 1.0057, -0.3557], [-3.3565, 2.5193, -0.9293], [4.4812, 0.9977, -0.8076], [-2.0335, -1.2022, -2.9569], [-0.1547, 3.2758, 0.8872], [2.9272, 0.0923, -1.1078], [-0.9072, -4.7556, 0.4747], [-3.3171, -0.5114, -2.4330], [-1.3231, 0.4820, 0.0654], [0.4158, 4.5706, -1.1284], [-1.3257, 1.8937, 2.0366], [3.1341, 0.8573, 1.3296], [-0.2928, -0.3691, -2.2509], [-1.2785, 0.8479, -2.1069], [-1.4296, -3.5682, -1.7322], [3.0014, 1.8393, -1.5883], [0.0954, -3.6285, -1.0897], [-0.6905, 0.5987, 3.0169], [1.0100, 1.6951, 2.5971], [1.5753, 3.9360, 0.5724], [1.0768, 3.1904, -1.7966], [0.9989, -4.6247, 1.0857], [-1.3143, -3.8088, 1.3932], [-4.0991, -1.3854, 0.2554], [-0.7984, -0.8383, 0.9327], [1.6150, -0.9786, 0.7709], [3.3981, 2.5204, 0.7161], [1.7819, -3.4722, 1.1201], [-2.5755, -1.6002, 0.7912], [1.1346, -1.1364, 2.1745]], "forces_ev_per_angstrom": [[-0.1, 0.8, 0.8], [0.8, 0.2, 0.2], [-0.7, 0.5, -0.1], [0.0, -1.2, 0.9], [-0.1, -1.2, 0.1], [-0.8, -0.3, 0.2], [-1.3, 1.9, 1.0], [0.6, 0.1, -0.7], [-0.3, 0.3, 0.3], [-0.4, 0.6, -0.5], [0.1, -2.4, 1.5], [1.0, -0.6, -2.0], [0.5, 1.5, -1.1], [0.2, -0.4, 1.6], [1.4, 0.4, 0.5], [-0.2, 0.9, -0.7], [0.3, 1.0, -0.2], [-0.3, 1.3, 1.3], [0.3, 0.4, -0.1], [-1.2, 0.2, -0.5], [-0.2, 0.5, 0.0], [0.5, 0.4, 0.0], [0.3, 0.6, -0.2], [0.2, -0.8, -0.6], [0.5, -0.4, -0.2], [-0.3, -0.4, 0.8], [0.0, -0.6, -0.6], [-0.7, -0.2, -0.5], [0.0, -0.2, 0.0], [-0.1, 0.1, 0.4], [-0.2, -0.1, 0.3], [0.5, -0.3, -0.3], [0.5, -0.3, -0.2], [-0.3, -0.3, -0.6], [-0.6, -0.3, -1.0], [0.7, 0.4, -0.2], [-0.6, -0.6, 0.7], [-0.2, 0.3, 0.5], [0.4, -0.8, -0.3], [0.1, 0.1, 0.9], [0.7, 0.3, -0.3], [0.5, 0.3, 0.2], [-0.4, -0.4, 0.1], [-1.0, -1.0, 0.2], [1.0, -1.0, -0.9], [-1.1, 0.7, -0.5], [-0.2, -0.2, -0.3]]}


3.
{"formula": "C20H25N6O2Os", "method": "ωB97M-V/def2-TZVPD", "charge": 3, "homo_ev": [-16.30, -16.29], "gap_ev": [5.856, 5.867], "species": ["Os", "O", "O", "N", "N", "N", "N", "N", "N", "C", "C", "C", "C", "C", "C", "C", "C", "C", "C", "C", "C", "C", "C", "C", "C", "C", "C", "C", "C", "H", "H", "H", "H", "H", "H", "H", "H", "H", "H", "H", "H", "H", "H", "H", "H", "H", "H", "H", "H", "H", "H", "H", "H", "H"], "xyz": [[2.7515, 3.2702, -2.4445], [-4.4740, -3.1008, 4.9135], [0.8842, 3.0929, -2.1144], [3.7840, 2.3589, -0.9163], [1.2693, 0.3467, -2.1483], [4.7283, 3.3474, -3.2355], [-3.8152, -1.0226, -0.0182], [-3.2336, 0.0096, -0.3505], [2.2124, -0.4819, -1.4400], [-0.7616, -1.3288, -1.0474], [-0.0297, 2.2821, -1.5641], [-4.7150, -2.6829, 1.3461], [2.9848, 1.5374, 0.0491], [-4.3315, -2.6614, 3.7046], [0.1229, 0.9370, -1.4780], [5.0389, 1.7325, -1.4348], [-2.1886, 0.6670, -0.6617], [-3.9001, -1.5194, 1.2144], [2.7979, 0.0431, -0.1859], [-5.2964, -4.2641, 5.1990], [-4.9172, -3.2601, 2.5602], [-1.2841, 2.8878, -1.1513], [-0.9020, 0.0185, -1.0353], [1.7182, -1.8087, -1.3093], [0.4282, -2.1560, -1.2296], [-3.5338, -1.4750, 3.5873], [5.7351, 2.7902, -2.2683], [-2.3102, 2.1225, -0.7665], [-3.3270, -0.9136, 2.3776], [-5.1667, -3.0887, 0.4498], [-1.3720, 3.9631, -1.2298], [5.6685, 1.3922, -0.6113], [0.2395, -3.2219, -1.2223], [4.9991, 4.2913, -3.5159], [-5.5328, -4.1417, 2.6537], [-1.6527, -1.9101, -0.8424], [-6.3236, -4.0658, 4.9002], [2.5012, -2.5565, -1.2975], [6.0829, 3.6114, -1.6404], [-4.8909, -5.1350, 4.6882], [6.5974, 2.3840, -2.7927], [3.4973, 1.5811, 1.0135], [0.9424, -0.2529, -2.9175], [3.7540, -0.4747, -0.0977], [4.7562, 0.8717, -2.0432], [-5.2334, -4.3924, 6.2725], [-2.7636, 0.0066, 2.2876], [2.0325, 2.0489, 0.1747], [1.8222, 1.1120, -2.5743], [-3.1469, -1.0442, 4.5005], [4.7540, 2.8129, -4.1057], [4.0795, 3.1632, -0.3534], [-3.2714, 2.5519, -0.5174], [2.1919, -0.2751, 0.6691]], "forces_ev_per_angstrom": [[-0.6, 0.4, 0.1], [0.0, 0.0, 0.0], [0.7, -0.2, -0.4], [0.0, 0.0, 0.1], [0.0, 0.0, 0.0], [-0.1, -0.2, 0.2], [0.3, -0.4, -0.5], [-0.1, 0.5, 1.1], [0.0, 0.0, 0.0], [0.1, 0.0, 0.1], [-0.1, -0.1, 0.2], [0.0, -0.1, 0.0], [0.1, 0.0, 0.0], [0.0, 0.0, 0.0], [0.1, 0.1, 0.0], [-0.1, 0.0, 0.0], [-0.1, -0.3, -0.6], [-0.2, 0.2, -0.1], [0.0, 0.0, 0.1], [0.0, 0.0, 0.0], [0.0, 0.0, 0.0], [0.0, 0.0, 0.0], [-0.1, 0.0, 0.0], [0.0, 0.0, 0.0], [0.0, 0.0, 0.0], [0.0, 0.0, 0.0], [0.0, -0.1, 0.0], [0.0, 0.0, 0.0], [0.1, 0.0, 0.0], [0.0, 0.0, 0.0], [0.0, 0.0, 0.0], [0.0, 0.0, 0.0], [0.0, 0.0, 0.0], [0.0, 0.1, 0.0], [0.0, 0.0, 0.0], [0.0, 0.0, 0.1], [0.0, 0.0, 0.0], [0.0, 0.0, 0.0], [0.0, 0.0, 0.0], [0.0, 0.0, 0.0], [0.0, 0.0, 0.0], [0.0, 0.0, 0.0], [0.0, 0.0, 0.0], [0.0, 0.0, 0.0], [0.0, 0.0, 0.0], [0.0, 0.0, 0.0], [0.0, 0.0, 0.0], [0.0, 0.0, 0.0], [0.1, 0.1, -0.1], [0.0, 0.0, 0.0], [0.0, 0.0, -0.1], [0.1, -0.1, 0.0], [0.0, 0.0, 0.0], [0.0, 0.0, 0.0]]}


Record-wise energy above the lowest of the compared OMol25 structures with the same formula, charge and spin values, in kJ/mol: 0.0; 301.4; 579.9
Record-wise E_tot values, in eV: -205299.4681; -26537.1679; -36615.5488